No. 1
10
Properties=species:S:1:pos:R:3:forces:R:3:lowdin_charge:R:1 method="wB97M-V/def2-TZVPD" multiplicity=1 homo_lumo_gap_ev=9.9 e_homo_ha=-0.334 e_above_lowest_kj_mol=336.2
O -0.45542 0.90779 -0.40668 -0.184 -0.314 0.094 -0.02
H 1.74682 -1.13205 -0.26555 -0.048 0.094 0.049 0.12
C 1.38096 -0.24577 0.27817 -0.191 -0.307 0.097 -0.30
H -1.42817 0.88268 -0.52110 0.148 0.059 -0.003 0.03
O -3.37367 -1.54537 0.14343 0.546 1.170 -0.366 0.07
C -2.88049 -0.56961 -0.15774 -0.683 -1.207 0.362 0.03
H 1.46900 1.54187 -0.41733 0.175 0.007 0.019 0.07
O 2.10924 0.89656 -0.08871 -0.098 0.173 -0.079 -0.06
H 1.53443 -0.48168 1.34455 -0.029 0.026 -0.108 0.12
C -0.10270 -0.25442 0.09097 0.365 0.298 -0.065 -0.07

No. 2
70
Properties=species:S:1:pos:R:3:forces:R:3:lowdin_charge:R:1 method="wB97M-V/def2-TZVPD" multiplicity=1 homo_lumo_gap_ev=7.0 e_homo_ha=-0.184 charge=-1 e_above_lowest_kj_mol=0.0
C 3.64970 -4.89974 1.24460 -0.019 -0.013 -0.009 -0.11
H -1.09313 2.11004 -1.74058 0.019 0.022 -0.018 0.10
C 3.37230 -0.40326 -0.68832 -0.034 0.034 -0.009 -0.28
O 0.22882 -0.78282 -1.81934 -0.394 -0.637 -0.081 -0.49
O -1.92474 -1.05034 -0.78594 0.199 0.088 -0.523 -0.45
H -2.54766 1.12241 -1.59079 -0.014 0.022 0.003 0.08
H 5.65119 0.97920 -3.52788 -0.007 -0.005 0.009 0.09
C 2.66400 -5.72054 0.70816 0.009 -0.007 0.005 -0.11
Pd 0.02160 -0.52974 0.14440 -0.006 0.066 0.394 0.76
C -4.30182 0.10527 2.85908 -0.022 0.044 -0.028 -0.09
H 1.05634 -2.71871 5.27494 -0.042 -0.031 0.026 0.10
C -1.02184 -2.14549 5.22718 0.051 0.000 -0.035 -0.19
C -2.39271 -0.98442 4.03428 -0.100 0.046 -0.030 -0.22
C -2.92617 -0.13241 2.97416 -0.020 -0.093 0.071 -0.06
C -0.09826 -3.54700 6.90151 0.004 0.006 -0.005 -0.09
Si 2.18493 -1.04191 0.63688 -0.042 0.100 -0.295 0.67
O -1.78907 -0.79023 -3.22278 0.010 0.096 -0.029 -0.34
H 4.70868 2.51780 -1.82914 -0.001 -0.012 0.000 0.09
N -3.12977 -1.50741 5.05783 0.013 -0.027 -0.006 0.18
H 4.79101 0.21151 1.54902 -0.006 -0.001 -0.010 0.09
H -5.00744 -0.32389 3.55614 0.009 0.005 0.019 0.09
C 4.72745 0.37778 3.67718 -0.011 0.001 0.009 -0.10
C -3.89705 1.41367 0.87472 -0.021 0.059 -0.041 -0.03
H 0.76200 -5.78292 -0.28997 0.013 0.006 0.010 0.10
C -2.27314 -2.26250 5.83900 -0.067 0.004 0.045 -0.18
C 4.71572 -0.75691 -2.67825 0.002 -0.008 -0.003 -0.09
N -1.13472 -1.33867 4.10816 0.046 -0.070 0.061 0.16
H -2.61796 2.89582 -1.23480 0.014 0.013 -0.010 0.09
C 3.67393 0.95958 -0.77885 -0.023 0.004 0.028 -0.12
C 1.37114 -3.77293 0.12354 0.022 0.028 -0.094 -0.09
H 3.25226 1.64907 -0.05279 0.006 -0.013 -0.009 0.10
H 2.12907 -0.54886 5.63425 0.021 0.022 -0.010 0.09
C 2.91098 -0.49834 2.31354 0.082 0.039 -0.026 -0.26
C 2.71727 -0.37543 4.73929 0.011 0.013 0.000 -0.10
C -2.04764 0.40026 2.03729 -0.050 -0.066 -0.086 -0.17
H 0.49226 -3.35468 -0.35491 -0.039 0.010 0.000 0.07
H 2.78512 -6.79787 0.72495 0.000 0.012 0.000 0.09
C -1.35755 -3.65300 7.50982 -0.007 -0.005 0.015 -0.10
H 4.26192 -2.89342 1.64954 -0.021 -0.009 -0.007 0.10
C 5.01842 0.59477 -2.73631 0.004 0.008 -0.008 -0.11
H -1.46155 -4.25269 8.40500 -0.005 0.005 -0.008 0.10
C 3.90047 -1.24693 -1.66504 0.018 -0.043 0.014 -0.08
C -2.46922 -3.01498 6.99031 0.001 0.003 0.000 -0.03
C -2.01734 1.98405 -1.18620 -0.015 -0.013 0.007 -0.05
H 0.74224 -4.07017 7.33861 -0.005 0.004 -0.006 0.10
H 1.21584 -1.16741 3.45772 0.099 0.029 -0.034 0.06
C 3.48671 -3.52251 1.22074 -0.038 0.016 0.041 -0.11
Br -6.62400 1.17207 1.63836 -0.036 0.009 -0.004 0.73
H -4.10995 -1.36202 5.21172 -0.020 -0.010 -0.008 0.15
H 5.10641 -1.43395 -3.42905 -0.003 0.012 0.007 0.10
S -1.19606 -1.43305 -2.07251 0.278 0.262 0.490 0.30
C 0.08922 -2.79723 5.75619 0.016 -0.011 -0.010 0.00
C 3.98902 0.17486 4.83384 0.000 0.000 -0.011 -0.11
C 2.19760 -0.70718 3.49641 -0.063 -0.093 0.011 -0.11
H 4.40115 0.43797 5.80093 -0.002 -0.003 -0.011 0.09
O -1.04515 -2.86813 -2.17385 -0.019 -0.047 -0.041 -0.35
O -0.71075 0.13816 2.06687 0.048 0.093 -0.029 -0.06
C -4.76148 0.86525 1.81307 0.064 -0.043 0.043 -0.67
C 4.19300 0.04551 2.43728 -0.029 0.039 0.003 -0.10
C -2.53546 1.20158 0.99007 -0.077 0.007 0.077 -0.24
H 4.54270 -5.33352 1.68036 -0.007 0.001 -0.002 0.09
H 3.66254 -2.30499 -1.64153 0.007 0.024 0.005 0.10
H -4.28204 1.99560 0.05092 -0.014 -0.014 0.007 0.11
C 2.34542 -2.93154 0.66403 0.110 0.014 0.080 -0.28
C 1.52990 -5.15464 0.14576 -0.007 0.005 -0.010 -0.08
H -0.55041 -0.49764 2.81863 0.057 -0.037 0.138 0.05
H -3.44156 -3.10272 7.45815 0.013 -0.003 -0.003 0.11
C 4.49116 1.45678 -1.78255 0.001 -0.005 -0.002 -0.10
O -1.61824 1.72187 0.16667 0.046 0.046 -0.070 -0.09
H 5.72590 0.79572 3.73693 -0.009 -0.002 0.004 0.10

No. 3
26
Properties=species:S:1:pos:R:3:forces:R:3:lowdin_charge:R:1 method="wB97M-V/def2-TZVPD" multiplicity=1 smiles="NC(N)=NCc1ccc(B(O)O)cc1" homo_lumo_gap_ev=8.7 e_homo_ha=-0.307 e_above_lowest_kj_mol=0.0
N -0.82361 1.65816 2.26505 0.201 -1.187 3.233 0.05
N 0.20639 1.12369 4.29169 1.197 -0.565 -0.344 0.11
C 0.65150 -0.04590 -1.89163 0.182 -0.265 -0.312 -0.03
C -0.82264 1.96054 0.90036 0.660 1.435 0.059 -0.25
C -0.57072 0.88371 -0.04428 0.430 -0.790 -0.699 -0.25
H 2.22446 0.62707 2.77833 -0.132 -0.030 0.401 0.09
H 1.06772 1.14551 4.83270 -0.269 -0.035 -0.638 0.09
C -1.13063 -1.27705 -0.92451 -0.920 -0.180 0.837 -0.03
H -0.08745 2.73121 0.78047 0.849 0.704 -0.612 0.11
C 0.43890 0.96226 -0.97999 0.194 -0.241 -0.474 -0.05
C -0.15452 -1.17655 -1.87640 0.453 -0.704 -1.437 -0.12
C -1.32802 -0.25434 -0.00537 -0.184 -0.994 -0.081 -0.01
B 0.00488 -2.28216 -2.98226 1.015 -1.005 -1.379 -0.56
H 1.43742 0.00224 -2.63600 0.031 0.208 0.074 0.11
N 1.47409 1.08896 2.29714 0.202 0.077 0.842 0.16
H -1.74840 -2.17167 -0.90763 0.007 0.151 0.125 0.12
H -0.56127 1.47660 4.81355 -0.709 0.310 -0.259 0.08
H -0.65916 -4.08728 -3.74879 0.077 1.068 0.776 0.12
H -1.73000 2.46664 0.63006 -0.854 0.066 0.009 0.12
H 1.07259 1.80970 -1.00305 0.520 0.909 0.005 0.10
H 1.05747 -2.89127 -4.61512 -0.129 0.691 0.764 0.10
O 1.02825 -2.17687 -3.94566 -0.405 -0.042 0.208 0.12
C 0.23759 1.27574 2.90267 -0.917 0.853 -0.863 -0.49
H -2.01863 -0.35561 0.80176 -0.637 -0.119 0.278 0.11
O -0.79664 -3.40666 -3.05316 -0.404 -0.295 0.087 0.14
H 1.53041 0.91332 1.32007 -0.457 -0.020 -0.598 0.06

No. 4
85
Properties=species:S:1:pos:R:3:forces:R:3:lowdin_charge:R:1 method="wB97M-V/def2-TZVPD" multiplicity=3 homo_lumo_gap_ev="7.1 / 5.0" e_homo_ha="-0.267 / -0.280"
C 3.61134 -1.65545 2.13251 0.530 -0.165 0.119 0.00
C -4.90840 -4.91658 2.95971 0.012 0.035 0.014 -0.05
C -0.04745 2.30658 1.44312 -0.040 0.217 -0.241 -0.15
S -2.81164 -0.22504 1.17834 0.211 -0.425 0.218 0.69
H -5.10030 -2.10465 1.10372 -0.083 -0.066 -0.068 0.06
H 1.89273 -4.07848 4.59243 0.003 0.021 -0.058 0.10
P 1.24977 3.94037 -2.20083 0.007 -0.164 -0.243 1.02
C 4.34472 -2.54888 2.84573 -0.026 0.347 -0.283 -0.07
C 2.34473 -3.40447 3.87940 0.515 -0.304 0.198 -0.05
H -0.29981 -3.56424 -1.33112 0.012 0.006 0.019 0.11
C -2.92437 -1.14143 2.61411 -0.211 0.804 -0.761 -1.08
H -2.56782 4.07852 2.84410 0.009 0.007 0.001 0.10
C -0.51724 2.23256 0.12307 0.395 -0.115 0.167 -0.44
N -0.70933 -1.65325 2.85665 -0.499 0.926 -0.970 0.00
C 0.46080 4.35952 -4.91164 0.036 -0.018 -0.002 -0.10
H -0.40383 3.03445 3.42922 -0.012 -0.036 0.000 0.11
H 3.08037 3.79619 0.01245 0.010 -0.009 0.014 0.10
H 1.55491 6.50850 -7.28996 0.011 -0.001 0.005 0.10
H -6.23135 -2.70905 2.34605 -0.036 0.009 -0.084 0.07
C 2.97048 3.29803 -2.06718 -0.099 0.095 0.005 -0.43
C -5.18396 -2.58718 2.07524 0.348 0.281 0.276 -0.41
C -4.23216 -6.12439 3.04178 -0.017 0.015 0.023 -0.08
H -2.21416 0.88991 -2.33872 0.001 0.029 0.034 0.09
C 1.49294 6.00203 -6.33532 -0.035 -0.017 -0.059 -0.10
C -1.78457 -0.07341 -2.09756 -0.173 -0.150 -0.050 -0.12
H -1.52574 -3.73178 4.09755 -0.012 -0.045 0.020 0.06
H -0.13492 4.74354 -6.93458 -0.003 0.004 0.007 0.10
C -1.71662 2.86267 -0.19912 -0.080 -0.028 0.072 -0.12
H -0.64742 2.49984 -2.81610 -0.003 0.023 -0.042 0.02
C 5.52540 2.23664 -1.73749 -0.001 -0.002 -0.007 -0.09
C 1.52265 -2.51680 3.14655 -0.690 0.166 -0.164 -0.08
H 5.42230 1.75058 -3.82658 0.000 0.004 0.005 0.10
H 5.42019 -2.58927 2.72662 0.001 0.014 -0.007 0.11
H -0.22417 -3.50070 5.26123 -0.005 -0.057 0.002 0.10
C 2.27425 5.69475 -4.08503 -0.030 -0.019 -0.033 -0.11
C -4.44873 -3.89313 2.13487 -0.058 -0.077 -0.014 -0.30
H -0.01528 -4.64191 3.91793 0.016 0.022 0.028 0.08
C -2.60337 -5.30739 1.48372 0.034 -0.009 -0.008 -0.09
C 0.01231 -1.43733 -1.22734 0.126 0.281 -0.389 -0.20
H -4.60917 -6.91280 3.68085 -0.005 0.012 0.002 0.10
H -2.54330 -7.26415 2.36454 -0.007 0.011 0.007 0.10
C 1.33280 4.68448 -3.87787 -0.036 0.033 0.122 -0.41
C -3.07417 -6.32225 2.30399 0.056 -0.026 -0.003 -0.10
C -0.72549 -2.58759 -1.52458 -0.158 -0.074 -0.075 -0.09
C 2.35984 6.34284 -5.30523 0.025 0.022 0.024 -0.09
P 0.56476 1.28139 -1.03212 -0.267 0.074 -0.600 1.00
H 3.16931 2.69965 -4.12253 -0.005 0.004 -0.005 0.11
C 0.54430 5.01248 -6.13527 -0.017 0.029 -0.028 -0.09
C 4.91030 2.19607 -2.98269 -0.012 -0.013 -0.039 -0.08
H -3.38469 3.99368 0.51647 0.010 0.009 0.003 0.11
C -0.78228 2.97157 2.41675 0.029 0.012 0.043 -0.08
S -4.55141 -1.36852 3.31491 -0.118 -0.161 -0.049 0.85
H 4.29213 -4.09626 4.36582 0.008 -0.019 -0.029 0.10
H 3.10098 7.11756 -5.45655 0.000 -0.004 0.019 0.10
N -1.97470 -1.74514 3.26227 0.417 -0.986 0.732 -0.08
H -5.80686 -4.75860 3.54562 0.001 -0.018 0.001 0.11
H -2.09679 2.85103 -1.21270 0.015 -0.019 -0.017 0.09
C 3.70690 -3.42052 3.75726 -0.437 -0.183 0.208 -0.07
O 1.59690 -0.66726 1.61322 0.574 -0.165 -0.221 -0.11
C -2.49596 -1.21837 -2.39896 -0.030 0.255 -0.005 -0.09
C 4.87061 2.81581 -0.66237 0.073 -0.018 0.086 -0.09
H 0.89118 1.80450 -3.39154 -0.026 -0.042 -0.030 0.06
C -0.52417 -0.15628 -1.49379 0.560 -0.019 0.146 -0.45
C -3.28824 -4.10491 1.39340 -0.032 0.007 -0.047 -0.06
C 0.39917 2.32190 -2.56578 0.166 0.232 0.364 -0.54
H -1.69676 -5.44955 0.90711 -0.021 -0.014 -0.007 0.10
C 2.18443 -1.57000 2.26272 -0.331 0.430 -0.120 -0.33
H 2.94920 5.96341 -3.27992 0.023 0.018 -0.026 0.11
C -1.98731 3.56789 2.08667 0.009 -0.016 0.041 -0.08
C 0.10730 -2.56793 3.35535 0.462 -0.535 0.516 -0.22
H -3.46607 -1.13300 -2.87236 -0.003 -0.018 0.012 0.11
Pd -0.43397 -0.50785 0.90973 -0.974 -0.403 1.159 0.59
H 6.51625 1.81906 -1.61080 0.002 0.014 0.008 0.10
H 5.35246 2.85534 0.30677 -0.019 -0.001 -0.003 0.10
H -2.91466 -3.33186 0.73317 -0.012 0.116 -0.009 0.09
C -2.44703 3.51944 0.77779 -0.061 -0.016 -0.097 -0.08
H -0.28908 3.59079 -4.77460 0.019 -0.014 -0.007 0.09
C 3.64093 2.72641 -3.14679 0.043 -0.045 0.034 -0.10
H 1.05755 -1.51848 -0.94623 -0.032 -0.028 0.108 0.09
C -0.44916 -3.68644 4.20840 -0.067 0.150 -0.051 -0.03
C -1.97732 -2.47612 -2.09794 0.137 -0.127 0.125 -0.09
H 4.07049 -0.96794 1.43397 -0.037 0.022 0.015 0.12
H 0.92329 1.88728 1.68196 -0.041 -0.099 0.032 0.08
C 3.59846 3.34570 -0.82630 -0.045 0.015 -0.076 -0.12
H -2.54821 -3.36631 -2.32936 -0.001 -0.002 -0.005 0.11

No. 5
64
Properties=species:S:1:pos:R:3:forces:R:3:lowdin_charge:R:1 method="wB97M-V/def2-TZVPD" multiplicity=4 homo_lumo_gap_ev="6.7 / 8.7" e_homo_ha="-0.264 / -0.298" e_above_lowest_kj_mol=46.9
C 0.44964 2.90814 1.62975 1.371 0.245 -0.512 -0.16
H 0.47498 -0.96757 -1.77287 0.202 0.121 0.121 0.13
H -3.15099 1.04867 -1.42167 0.006 -0.132 -0.119 0.07
H 2.34423 1.08913 3.74328 -0.523 -0.307 -0.340 0.10
H -0.79923 -0.82604 -8.44943 0.124 0.142 -0.054 0.11
H -1.18236 0.27201 -6.36742 0.292 -0.116 -0.163 0.11
C -2.11968 -0.95023 2.46438 -0.699 1.189 -0.148 -0.10
Cr -0.34837 0.70424 2.30171 0.216 -2.008 -0.513 0.78
H -2.58438 -0.93535 0.28420 0.499 0.312 0.142 0.11
H 1.57311 0.37490 -1.24847 -0.033 -0.264 0.056 0.10
H -2.96055 1.73417 0.63214 0.609 -0.171 0.223 0.10
H -2.18577 -0.06999 4.53129 0.343 0.149 -0.603 0.07
H 2.00487 -2.20324 -6.09597 -0.263 0.192 -0.113 0.12
H -2.48181 2.32475 3.24365 -0.073 -0.467 -0.241 0.12
C 0.73906 2.48811 2.98249 0.782 -0.904 -0.394 -0.24
H 1.24767 -2.06584 -8.76780 0.011 -0.026 0.040 0.11
H -1.71907 2.98883 -0.54078 0.165 0.016 -0.185 0.07
C -2.55259 1.04423 1.36989 -0.212 -0.433 0.744 -0.13
Br 0.12346 0.54804 5.60973 0.546 -0.169 0.790 0.92
C 1.48934 -3.42799 5.36287 -0.007 0.223 0.305 -0.03
C 1.06363 -1.51058 7.32414 -0.132 -0.180 -0.404 -0.13
H 0.92852 -0.75592 8.09018 -0.101 -0.010 -0.127 0.09
C 0.57919 0.11067 -1.61516 -0.076 -0.158 0.356 -0.13
C -2.38408 -0.36771 1.18943 -0.287 0.567 1.108 -0.09
C 1.08409 -2.14479 4.95184 -0.095 0.556 0.707 -0.12
H -0.13285 3.25732 -1.30613 -0.213 -0.018 0.002 0.07
C 1.06679 -1.95230 3.42749 0.483 -1.135 -0.479 -0.55
H -2.72139 1.21215 -3.13338 0.013 -0.093 0.131 0.09
H 0.30849 0.53991 -8.72297 -0.020 0.037 -0.053 0.11
C 0.09564 -0.31039 -8.08249 -0.281 -0.700 0.476 -0.17
C 2.06533 1.25517 1.51298 -0.110 0.657 1.161 -0.11
H -1.62133 3.37186 -2.27201 0.074 -0.002 0.076 0.10
C 1.78344 1.47501 2.89488 0.040 1.455 -0.805 -0.20
C 0.82756 -1.18866 5.97277 0.393 -1.124 -0.113 -0.53
H 2.79208 0.54340 1.11870 -0.302 0.236 0.201 0.12
H 1.95196 -4.78345 6.95082 -0.044 0.273 0.051 0.10
O 0.39748 -0.92025 -5.73984 0.309 -0.139 -1.625 -0.17
C 1.34175 2.22304 0.75126 -0.858 0.646 1.244 -0.12
C 1.65880 -3.76477 6.70038 -0.163 0.265 0.004 -0.08
H -0.20785 3.73464 1.36371 0.146 -0.350 0.043 0.11
C -1.13059 2.83502 -1.45266 -0.152 0.311 -0.044 -0.02
O 0.56815 -0.89291 2.90198 0.268 -0.356 0.260 -0.17
H 0.41242 1.05124 -6.40924 -0.133 -0.354 -0.012 0.12
C -2.38726 1.34430 2.76907 -0.483 -0.703 -0.151 -0.18
H 0.74308 1.79752 -3.01947 -0.160 -0.223 -0.145 0.12
C 1.45875 -2.79927 7.69263 0.016 0.043 -0.558 -0.08
C 1.06371 -1.90575 -6.58003 -0.258 -0.432 0.202 -0.19
H 1.69004 -4.15905 4.58571 -0.069 0.214 0.115 0.12
H -2.34143 -0.29978 -2.26573 0.013 0.208 -0.015 0.10
C -0.12310 0.10596 -6.62181 0.054 0.567 0.545 -0.21
H 1.57564 2.50714 -0.27350 -0.555 -0.498 0.162 0.10
H -2.02390 -2.01344 2.67503 0.272 0.381 -0.128 0.13
H 1.61040 -3.05402 8.73975 -0.031 0.164 -0.194 0.10
H 0.42951 -2.80909 -6.65513 0.119 0.325 0.165 0.12
C -1.05512 1.37005 -1.79291 0.027 -0.172 -0.406 -0.56
O 1.56973 -2.89343 2.79529 -0.694 1.365 0.166 0.03
H 2.21235 -0.76667 -8.02490 -0.174 -0.185 -0.057 0.11
H -0.22466 0.39221 -3.65000 0.078 0.285 0.075 0.10
O -0.45800 0.59824 -0.71415 0.503 -0.284 -0.475 -0.15
C 0.07723 0.96429 -2.76882 -0.141 0.170 0.114 -0.06
H 0.38854 2.95401 3.90538 0.062 -0.168 -0.438 0.09
C -2.39807 0.79115 -2.17354 -0.312 0.077 -0.052 -0.02
C 1.25859 -1.31168 -7.98432 0.204 0.702 0.672 -0.17
C -2.15481 0.09061 3.45383 -0.586 0.187 -0.795 -0.22

Number 1: strongest force on any atom 1.433 eV Å⁻¹. Number 2: strongest force on any atom 0.753 eV Å⁻¹. Number 3: strongest force on any atom 3.450 eV Å⁻¹. Number 4: strongest force on any atom 1.567 eV Å⁻¹. Number 5: strongest force on any atom 2.084 eV Å⁻¹.